Here is the molecule C5H7NO from the Open Molecules 2025 dataset. Energies are from the ωB97M-V functional and the def2-TZVPD basis.

```
14
Properties=species:S:1:pos:R:3
C 1.19 1.89 0.35
C 0.20 0.82 0.03
C -0.36 0.59 -1.18
O -0.98 -0.64 -1.19
C -0.80 -1.17 0.04
N -1.21 -2.49 0.18
C -0.16 -0.30 0.86
H 0.85 2.58 1.13
H 1.44 2.47 -0.54
H 2.11 1.42 0.71
H -0.39 1.14 -2.11
H -1.50 -2.84 -0.73
H -0.45 -3.07 0.52
H 0.05 -0.41 1.92
```

Properties
Energy relative to the best compared isomer or geometry (same formula, charge and spin): 17.5 kcal per mole
E_HOMO: -7.808 eV
SMILES: Cc1coc(N)c1

Formally, the Löwdin partial charges of the atoms, in units of the elementary charge, are as follows: C -0.0542; C -0.2896; C -0.0869; O 0.0385; C -0.3927; N 0.1180; C 0.0083; H 0.0761; H 0.0770; H 0.0814; H 0.1237; H 0.0927; H 0.0942; H 0.1134

***

Here is the molecule C4H9NO3S from the Open Molecules 2025 dataset. Energies are from the ωB97M-V functional and the def2-TZVPD basis.

```
18
Properties=species:S:1:pos:R:3
C 1.26 -2.30 0.84
C 0.70 -1.80 -0.47
C 0.42 0.91 0.35
C -1.73 1.69 -0.80
H 2.38 -2.32 0.92
H 0.98 -1.62 1.65
H 0.93 -3.31 1.13
H 1.09 -2.33 -1.34
H -0.39 -1.87 -0.51
H -1.65 0.80 -1.41
H -2.72 1.72 -0.27
H -1.65 2.58 -1.45
H -0.38 2.87 1.64
N -0.69 1.70 0.19
O 0.42 0.21 -2.25
O 1.00 0.84 1.43
O -1.13 2.32 1.37
S 1.18 -0.09 -1.00
```

Properties
Energy relative to the best compared isomer or geometry (same formula, charge and spin): 54.3 kcal per mole
E_HOMO: -9.294 eV

Formally, the Löwdin partial charges of the atoms, in units of the elementary charge, are as follows: C -0.1409; C -0.3638; C -0.5579; C -0.0388; H 0.0891; H 0.0560; H 0.0788; H 0.0775; H 0.0924; H 0.0708; H 0.1109; H 0.0997; H 0.1125; N -0.1768; O -0.5479; O 0.0054; O 0.0276; S 1.0053

***

Here is a structure of composition C33H8BCo2F15O6 from the Open Molecules 2025 dataset. Energies are from the ωB97M-V functional and the def2-TZVPD basis.

```
65
Properties=species:S:1:pos:R:3
O -2.63 -3.08 2.01
C -1.73 -2.35 2.10
Co -0.32 -1.30 2.08
C 0.65 -2.65 1.50
O 1.39 -3.52 1.30
C -1.21 0.20 1.77
O -1.53 1.28 1.49
C 0.82 -0.59 3.34
C 1.04 -0.09 2.08
C 1.74 0.73 1.26
C 2.06 2.08 1.73
C 3.23 2.75 1.29
C 3.58 4.00 1.80
C 2.78 4.63 2.77
C 1.61 3.99 3.21
C 1.25 2.75 2.68
Co -0.81 -0.39 4.44
C -1.81 -1.82 4.64
O -2.51 -2.68 4.95
C -2.27 0.53 4.08
O -3.27 1.10 3.90
C -0.12 -0.03 6.01
O 0.35 0.17 7.04
H 1.65 -1.00 3.95
H 2.26 0.32 0.39
H 3.84 2.25 0.53
H 4.48 4.49 1.44
H 3.04 5.62 3.14
H 0.98 4.45 3.97
H 0.32 2.28 2.99
F 4.06 -3.20 -4.72
C 3.11 -2.58 -3.99
C 2.80 -1.24 -4.21
F 3.44 -0.57 -5.19
C 1.85 -0.58 -3.43
F 1.71 0.74 -3.71
C 1.10 -1.23 -2.44
B -0.10 -0.56 -1.59
C -0.56 0.86 -2.19
C -0.02 2.08 -1.80
F 1.20 2.16 -1.19
C -0.61 3.31 -2.11
F -0.15 4.45 -1.56
C -1.67 3.35 -3.02
F -2.22 4.53 -3.37
C -2.10 2.16 -3.59
F -3.03 2.19 -4.57
C -1.55 0.95 -3.17
F -1.96 -0.16 -3.84
C -1.44 -1.49 -1.48
C -2.56 -1.07 -0.75
F -2.81 0.25 -0.53
C -3.64 -1.90 -0.43
F -4.68 -1.43 0.29
C -3.70 -3.19 -0.95
F -4.70 -4.03 -0.62
C -2.73 -3.55 -1.88
F -2.89 -4.70 -2.57
C -1.68 -2.68 -2.18
F -1.03 -2.97 -3.33
H 0.39 -0.30 -0.40
C 1.46 -2.57 -2.24
F 0.81 -3.33 -1.32
C 2.41 -3.25 -3.00
F 2.61 -4.58 -2.82
```

Properties
Energy relative to the best compared isomer or geometry (same formula, charge and spin): 39.1 kcal per mole
E_HOMO: -8.551 eV

Formally, the Löwdin partial charges of the atoms, in units of the elementary charge, are as follows: O 0.2003; C -0.1104; Co 0.1110; C -0.0367; O 0.2024; C -0.1252; O 0.1932; C -0.1344; C -0.2576; C 0.0184; C -0.1908; C -0.0177; C -0.0636; C -0.0610; C -0.0658; C -0.0184; Co 0.2082; C -0.1440; O 0.1899; C -0.1031; O 0.2096; C -0.0833; O 0.1665; H 0.1040; H 0.1405; H 0.1241; H 0.1119; H 0.1103; H 0.1088; H 0.0895; F 0.1102; C -0.1259; C -0.1265; F 0.1052; C -0.1265; F 0.0955; C 0.0135; B -0.3829; C -0.0236; C -0.1508; F 0.0762; C -0.1257; F 0.0973; C -0.1261; F 0.1079; C -0.1203; F 0.1051; C -0.1464; F 0.1097; C 0.0021; C -0.1799; F 0.0832; C -0.1699; F 0.1026; C -0.1400; F 0.1135; C -0.1150; F 0.1082; C -0.1536; F 0.1119; H 0.1135; C -0.1704; F 0.0727; C -0.1251; F 0.1037

***

Here is a structure of composition C6H19HgO4 from the Open Molecules 2025 dataset. Energies are from the ωB97M-V functional and the def2-TZVPD basis.

```
30
Properties=species:S:1:pos:R:3
Hg -0.19 -2.75 -1.47
O 0.31 -1.41 0.16
H 1.19 -1.35 0.59
C -1.97 1.03 -3.68
C -1.34 -0.40 -3.91
O -0.65 -0.69 -2.79
H -2.68 1.26 -4.48
H -1.24 1.83 -3.56
H -2.48 1.00 -2.72
H -0.70 -0.29 -4.78
H -2.03 -1.20 -4.17
H -1.03 -0.21 -2.05
C 1.47 -2.04 4.34
C 1.04 -0.91 3.41
O -0.27 -0.92 2.93
H 0.78 -2.23 5.17
H 2.46 -1.88 4.75
H 1.55 -3.00 3.83
H 1.71 -0.94 2.55
H 1.15 0.06 3.89
H -0.31 -1.05 1.98
C 0.95 2.11 0.58
C 0.00 1.81 -0.60
O -1.04 0.93 -0.37
H 1.57 1.39 1.12
H 0.60 2.69 1.44
H 1.65 2.87 0.25
H 0.66 1.49 -1.42
H -0.46 2.70 -1.01
H -0.68 0.12 0.00
```

Properties
⟨S²⟩: 0.754
E_HOMO (alpha / beta): -16.559 / -16.546 eV
Spin multiplicity: 2
Total charge: +2

Formally, the Löwdin partial charges of the atoms, in units of the elementary charge, are as follows: Hg 1.4277; O -0.4146; H 0.0047; C -0.0178; C -0.2890; O -0.1397; H 0.0976; H 0.0874; H 0.0751; H 0.1293; H 0.1254; H 0.0361; C 0.0185; C -0.1645; O 0.2860; H 0.1095; H 0.1167; H 0.1045; H 0.1182; H 0.1941; H 0.0899; C -0.0668; C -0.3035; O -0.0886; H 0.0499; H 0.0778; H 0.0866; H 0.1096; H 0.1319; H 0.0078

***

Here is a structure of composition C25H24BrNRuS from the Open Molecules 2025 dataset. Energies are from the ωB97M-V functional and the def2-TZVPD basis.

```
53
Properties=species:S:1:pos:R:3
Ru -0.33 -0.01 0.31
C 3.35 0.37 -3.21
C 2.22 -0.37 -2.49
C 2.60 -1.83 -2.25
C 1.87 0.39 -1.23
C 2.31 0.02 0.04
C 2.00 0.77 1.18
C 1.27 1.97 1.08
C 1.00 2.82 2.28
C 0.87 2.37 -0.20
C 1.14 1.59 -1.32
H 3.58 -0.12 -4.16
H 4.26 0.37 -2.60
H 3.09 1.41 -3.43
H 1.34 -0.35 -3.14
H 3.54 -1.92 -1.71
H 2.73 -2.33 -3.21
H 1.83 -2.37 -1.70
H 2.90 -0.89 0.16
H 2.36 0.45 2.15
H 0.03 3.32 2.22
H 1.76 3.60 2.35
H 1.04 2.24 3.20
H 0.34 3.31 -0.32
H 0.82 1.93 -2.30
S -3.30 0.78 3.43
C -2.37 -0.58 3.95
C -1.47 -0.99 3.02
C -1.48 -0.15 1.86
C -2.46 0.85 1.96
C -2.78 1.70 0.82
C -3.81 2.62 0.77
C -4.05 3.29 -0.42
C -3.24 3.03 -1.52
C -2.21 2.12 -1.39
N -1.98 1.47 -0.24
H -2.56 -1.00 4.93
H -0.81 -1.84 3.16
H -4.44 2.78 1.64
H -4.85 4.01 -0.49
H -3.41 3.53 -2.46
H -1.56 1.89 -2.22
Br -0.02 -6.58 -0.11
C -0.07 -4.73 0.05
C 0.86 -4.08 0.87
C 0.83 -2.71 0.96
C -0.15 -1.97 0.27
C -1.09 -2.65 -0.54
C -1.05 -4.02 -0.66
H 1.60 -4.66 1.41
H 1.56 -2.22 1.60
H -1.86 -2.10 -1.07
H -1.76 -4.54 -1.28
```

Properties
⟨S²⟩: 6.066
E_HOMO (alpha / beta): -14.740 / -14.563 eV
Spin multiplicity: 5
Total charge: +2

Formally, the Löwdin partial charges of the atoms, in units of the elementary charge, are as follows: Ru 1.4040; C -0.0340; C -0.3747; C -0.0510; C -0.2237; C -0.0532; C -0.0519; C -0.3019; C -0.0150; C -0.0584; C -0.0583; H 0.0956; H 0.0981; H 0.0846; H 0.1443; H 0.0931; H 0.0979; H 0.0636; H 0.1212; H 0.1371; H 0.0885; H 0.1084; H 0.0927; H 0.1357; H 0.1299; S 1.1540; C -0.3231; C -0.1562; C -0.2894; C -0.4893; C -0.2762; C 0.0189; C 0.0029; C -0.0064; C -0.1007; N 0.0050; H 0.0936; H 0.1081; H 0.1229; H 0.1334; H 0.1274; H 0.1142; Br 0.9279; C -0.6628; C -0.0893; C -0.0996; C -0.2829; C -0.0733; C -0.0897; H 0.1206; H 0.1073; H 0.1105; H 0.1198

***

Number 1: largest force on an atom 0.3 eV/A. Number 2: largest force on an atom 1.8 eV/A. Number 3: largest force on an atom 5.9 eV/A. Number 4: largest force on an atom 4.9 eV/A. Number 5: largest force on an atom 0.5 eV/A.